Entry one
Below is an isolated ion of composition C12H15N2O and charge +1, with properties calculated with ωB97M-V with the def2-TZVPD basis set.

Summary:
- HOMO energy (alpha / beta): -12.74 / -12.74 eV
- Orbital gap (alpha / beta): 8.0 / 8.0 eV
- SMILES: C[C@H]1C(=O)[N+](C)(C)N=C1c1ccccc1

The geometry in ORCA input format:
```
! RIJCOSX wB97M-V def2-TZVPD def2/J DEFGRID3
* xyz 1 1
C -1.74734 1.68984 0.40140
C -1.01771 0.49759 1.08254
C -1.92601 -0.63886 1.07277
O -2.94698 -0.92604 1.67210
N -1.33279 -1.60519 0.04533
C -1.48790 -2.92640 0.78977
C -2.12585 -1.68089 -1.21570
N -0.05021 -1.39791 -0.24683
C 0.17868 0.02627 0.28132
C 1.42268 0.55855 -0.03085
C 1.93577 1.61186 0.79293
C 3.05121 2.35116 0.29865
C 3.73804 1.98613 -0.85137
C 3.33919 0.86357 -1.51645
C 2.19708 0.18408 -1.13614
H -2.89625 1.77150 0.70037
H -1.91921 1.57145 -0.71013
H -1.22906 2.67169 0.49517
H -0.82690 0.74257 2.03889
H -1.03898 -3.74385 0.22709
H -0.99922 -2.76189 1.74136
H -2.64634 -3.08363 0.99585
H -1.64471 -2.38924 -1.88970
H -3.08548 -2.02346 -0.99270
H -1.99165 -0.71840 -1.70609
H 1.50166 1.80859 1.75871
H 3.42486 3.12158 1.02218
H 4.54739 2.63252 -1.10023
H 3.65631 0.53012 -2.51620
H 1.91975 -0.72332 -1.50405
*
```



Entry two
Below is an isolated ion of composition C12H15N2O and charge +1, with properties calculated with ωB97M-V with the def2-TZVPD basis set.

Summary:
- HOMO energy: -10.41 eV
- Orbital gap: 5.9 eV
- SMILES: N[C@]1(C/C=C2\C=CC=CC2)C=CC(=[NH2+])O1

The geometry in ORCA input format:
```
! RIJCOSX wB97M-V def2-TZVPD def2/J DEFGRID3
* xyz 1 1
N -1.03393 -2.97007 0.88073
C -0.80571 -1.92901 -0.07903
C -1.66071 -0.69125 0.37664
C -1.38751 0.61673 -0.24268
C -0.42814 1.42774 0.30452
C 0.43606 1.05934 1.44177
C 1.29961 2.02346 1.93892
C 1.41693 3.37945 1.45008
C 0.57789 3.77980 0.51296
C -0.32629 2.87685 -0.15747
C -1.03809 -2.35014 -1.44763
C 0.17302 -2.40587 -2.01345
C 1.16042 -1.91902 -1.11393
N 2.39703 -1.66203 -1.52362
O 0.64271 -1.62759 0.14029
H -2.00769 -3.10836 1.22028
H -0.56785 -3.85364 0.75622
H -2.65015 -0.94689 0.15092
H -1.69851 -0.61576 1.49735
H -1.93714 0.91321 -1.04972
H 0.36244 0.06182 1.83941
H 2.03935 1.63211 2.61792
H 2.04550 4.05323 1.87358
H 0.32161 4.83447 0.35199
H -1.32223 3.28449 -0.42454
H -0.07220 2.77139 -1.27368
H -2.04091 -2.57504 -1.74889
H 0.36711 -2.89919 -2.87845
H 2.60877 -1.78569 -2.45914
H 3.12861 -1.37455 -0.94135
*
```



Which is most stable? The ranking, best first, is entry two, entry one.



Entry one
Below is one molecule with the formula C2H2F2S2, with properties calculated with ωB97M-V with the def2-TZVPD basis set.

Summary:
- HOMO energy (alpha / beta): -7.97 / -8.21 eV
- Orbital gap (alpha / beta): 6.4 / 7.3 eV
- SMILES: FC#S#[SH]=CF

The geometry in ORCA input format:
```
! RIJCOSX wB97M-V def2-TZVPD def2/J DEFGRID3
* xyz 0 1
F 2.88480 1.11705 0.06032
C 1.67585 0.43754 -0.05369
S 1.89635 -1.15013 0.00425
S -0.71997 -1.26296 -0.10403
C -1.54674 0.11088 0.37276
F -1.48462 1.19197 -0.43748
H -0.93483 -0.80022 -1.26167
H -1.77084 0.35586 1.41954
*
```



Entry two
Below is one molecule with the formula C2H2F2S2, with properties calculated with ωB97M-V with the def2-TZVPD basis set.

Summary:
- HOMO energy: -9.14 eV
- Orbital gap: 8.9 eV

The geometry in ORCA input format:
```
! RIJCOSX wB97M-V def2-TZVPD def2/J DEFGRID3
* xyz 0 1
C -0.05635 0.35944 0.78037
C -0.52560 -0.14052 -0.33373
F 0.60220 -0.39496 1.80246
F -0.86036 -1.17875 -2.87503
S -0.19400 2.15419 1.25650
S -0.60776 -1.45426 -1.24181
H 0.94748 2.09575 2.14456
H 0.69438 -1.44089 -1.53332
*
```



Which is most stable? The ranking, best first, is entry two, entry one.



Entry one
Below is one molecule with the formula C3H3Cl2NO, with properties calculated with ωB97M-V with the def2-TZVPD basis set.

Summary:
- HOMO energy (alpha / beta): -7.95 / -7.95 eV
- Orbital gap (alpha / beta): 7.2 / 7.2 eV

The geometry in ORCA input format:
```
! RIJCOSX wB97M-V def2-TZVPD def2/J DEFGRID3
* xyz 0 1
C -1.43637 -1.34711 -0.71552
C 0.09313 -0.00245 0.34847
C -0.70481 -2.35236 -0.08783
N -0.73821 0.08978 -0.61362
O -2.54341 -1.40192 -1.16675
Cl 1.08182 -2.20520 0.06304
Cl -1.18355 -3.99286 -0.58911
H -0.01053 -0.42749 1.38040
H 0.86182 0.70562 0.43174
H -0.50872 0.56462 -1.43677
*
```



Entry two
Below is a 2-piece molecular cluster, C3H3Cl2NO overall, with properties calculated with ωB97M-V with the def2-TZVPD basis set.

Summary:
- HOMO energy: -10.18 eV
- Orbital gap: 10.8 eV
- SMILES: O/N=C\Cl.C#CCl

The geometry in ORCA input format:
```
! RIJCOSX wB97M-V def2-TZVPD def2/J DEFGRID3
* xyz 0 1
O 2.67323 -1.69136 -1.45767
N 1.46006 -2.24267 -1.50448
C 0.48560 -1.72928 -0.91135
Cl 0.79705 -0.40733 0.14697
H 2.62161 -0.87133 -0.89652
H -0.45992 -2.07768 -0.80083
C -2.49401 -0.97349 -0.95921
C -2.61859 -0.23731 -0.00959
Cl -2.92323 0.74621 1.23655
H -2.40462 -1.67464 -1.78610
*
```



Which is most stable? The ranking, best first, is entry one, entry two.



Entry one
Below is one molecule with the formula FH3OSi, with properties calculated with ωB97M-V with the def2-TZVPD basis set.

Summary:
- HOMO energy: -11.70 eV
- Orbital gap: 12.1 eV
- SMILES: O[SiH2]F

The geometry in ORCA input format:
```
! RIJCOSX wB97M-V def2-TZVPD def2/J DEFGRID3
* xyz 0 1
O -0.11953 -0.98708 -0.81747
Si 0.36918 0.22735 0.20210
F -0.93997 1.28033 -0.15518
H -1.27345 -1.11427 -0.47767
H 0.41057 -0.01355 1.74962
H 1.55320 0.60722 -0.50139
*
```



Entry two
Below is one molecule with the formula FH3OSi, with properties calculated with ωB97M-V with the def2-TZVPD basis set.

Summary:
- HOMO energy: -11.48 eV
- Orbital gap: 12.3 eV
- SMILES: O[SiH2]F

The geometry in ORCA input format:
```
! RIJCOSX wB97M-V def2-TZVPD def2/J DEFGRID3
* xyz 0 1
O 0.39176 0.25422 -1.38440
Si 0.20203 -0.45815 0.40755
F 0.08689 -2.06245 0.20677
H -0.35670 0.72610 -1.55076
H 1.26934 -0.42862 1.38226
H -1.13665 0.31891 0.79581
*
```



Which is most stable? The ranking, best first, is entry two, entry one.



Entry one
Below is a 9-piece molecular cluster, C9H36N8O9 overall, with properties calculated with ωB97M-V with the def2-TZVPD basis set.

Summary:
- HOMO energy: -7.96 eV
- Orbital gap: 7.1 eV
- SMILES: NC(N)=O.NC(N)=O.NC(N)=O.NC(N)=O.CO.CO.CO.CO.CO

The geometry in ORCA input format:
```
! RIJCOSX wB97M-V def2-TZVPD def2/J DEFGRID3
* xyz 0 1
N 0.87504 0.55486 0.63264
C 0.04489 -0.41627 0.31022
N -0.84616 0.01320 -0.55076
O 0.02835 -1.72398 0.77710
H 0.96312 1.41339 -0.01659
H 1.63531 0.49716 1.32541
H -1.57194 -0.63984 -0.85501
H -0.82002 1.06665 -0.92489
N 1.13855 -0.31082 -2.56187
C 1.85296 -1.32248 -2.70911
N 2.76960 -1.15599 -3.61470
O 1.84883 -2.40115 -1.81883
H 0.46478 -0.34753 -1.74329
H 1.07132 0.42125 -3.31272
H 3.44593 -1.81551 -3.76812
H 2.62645 -0.41741 -4.29420
N -0.96484 1.11854 2.56875
C -0.66259 1.45462 3.83408
N 0.39346 2.21532 3.93347
O -1.56137 1.25959 4.93168
H -1.84909 0.62663 2.35416
H -0.25802 0.95202 1.79995
H 0.78196 2.06922 4.85519
H 1.01873 2.33295 3.07071
N 1.15065 2.68761 -1.14593
C -0.06026 3.06586 -0.80223
N -1.04836 2.47459 -1.43380
O -0.34322 3.81293 0.29961
H 1.88191 3.21959 -0.67108
H 1.47754 2.32587 -2.06628
H -1.98363 2.87884 -1.16014
H -0.96080 2.10582 -2.35537
C -3.92188 0.18497 -2.45213
O -3.62863 -0.65991 -1.41454
H -3.70010 -0.28837 -3.42902
H -3.22024 1.06494 -2.37615
H -4.95548 0.56769 -2.39773
H -3.76085 -1.59582 -1.59686
C 2.59429 -0.74185 2.98238
O 2.94063 0.64379 2.69145
H 3.18442 -1.40270 2.36812
H 1.55001 -1.07128 2.73530
H 2.59417 -0.87109 4.06538
H 3.25293 1.12569 3.41697
C -1.69215 -3.58600 -1.96321
O -2.00565 -3.16697 -0.62887
H -1.73699 -4.61886 -1.97160
H -0.63713 -3.37940 -2.06452
H -2.28065 -3.09493 -2.71047
H -1.22244 -2.80407 -0.18435
C 3.97743 -0.04774 -0.55160
O 4.06505 1.08296 0.21619
H 4.59136 -0.06551 -1.39705
H 2.94325 -0.19875 -0.71561
H 4.29858 -0.81739 0.04070
H 3.69544 1.00401 1.11633
C -3.23355 -1.10998 2.19001
O -3.30246 0.17657 1.59042
H -3.66867 -1.29564 3.17481
H -2.20443 -1.45848 2.27747
H -3.67756 -1.76002 1.47585
H -3.37780 0.16860 0.62428
*
```



Entry two
Below is a 9-piece molecular cluster, C9H36N8O9 overall, with properties calculated with ωB97M-V with the def2-TZVPD basis set.

Summary:
- HOMO energy: -8.86 eV
- Orbital gap: 8.2 eV
- SMILES: NC(N)=O.NC(N)=O.NC(N)=O.NC(N)=O.CO.CO.CO.CO.CO

The geometry in ORCA input format:
```
! RIJCOSX wB97M-V def2-TZVPD def2/J DEFGRID3
* xyz 0 1
N -2.39882 3.43106 -1.37260
C -1.35582 2.96106 -1.92760
N -1.41882 1.64306 -1.81560
O -0.37482 3.75306 -2.38060
H -2.52582 4.44006 -1.08260
H -3.03582 2.75706 -0.89060
H -0.76882 1.13106 -2.43760
H -2.09782 1.00206 -1.36960
N 0.66018 -1.15794 2.88940
C 1.69318 -0.44094 3.00140
N 1.64018 0.68006 2.33840
O 2.85418 -0.91294 3.59540
H 0.75218 -2.08294 3.37140
H -0.26782 -0.74494 2.98040
H 2.42718 1.29106 2.54440
H 0.92818 0.85106 1.69540
N -0.88282 -2.20994 -3.02660
C -1.32782 -1.08394 -3.34460
N -2.65182 -0.80994 -3.17360
O -0.39382 -0.07894 -3.60860
H 0.15518 -2.33494 -3.06360
H -1.45582 -2.89794 -2.63660
H -2.91082 0.06506 -3.61860
H -3.42782 -1.52294 -3.23860
N -2.68282 -0.36894 -0.58560
C -3.63182 0.23506 0.03840
N -4.32682 0.99206 -0.78660
O -3.77582 0.14906 1.40340
H -2.01682 -0.91094 -0.01860
H -2.75782 -0.58894 -1.65960
H -5.06982 1.55406 -0.33160
H -4.44582 0.82606 -1.77460
C 4.76918 1.76506 2.13640
O 3.82218 2.15806 3.17040
H 5.75518 2.20106 2.28440
H 4.45418 2.20506 1.16240
H 4.85318 0.69206 2.01240
H 3.91318 3.10006 3.30340
C -0.98582 -3.21194 0.32140
O -1.07382 -1.92094 0.84140
H -1.97782 -3.64194 0.05240
H -0.51582 -3.84994 1.03640
H -0.36182 -3.16494 -0.53960
H -0.36082 -1.79794 1.45840
C 1.67218 -0.16094 -1.04560
O 2.78418 0.17906 -0.22960
H 0.89918 -0.72494 -0.57160
H 1.97718 -0.77394 -1.91760
H 1.26118 0.75406 -1.48560
H 2.32418 0.21106 0.64840
C 2.69918 -3.03894 0.20440
O 3.85318 -2.35394 0.13940
H 2.82518 -4.07094 0.54040
H 2.07118 -3.17694 -0.67460
H 2.10018 -2.66494 0.99840
H 3.69818 -1.49194 -0.31160
C -0.98782 2.29906 1.45440
O -0.12082 1.60406 0.60140
H -0.76182 2.38006 2.52340
H -1.99482 1.84906 1.33540
H -1.09182 3.30306 1.11640
H -0.60682 1.72906 -0.27960
*
```



Which is most stable? The ranking, best first, is entry two, entry one.



Entry one
Below is one molecule with the formula ClH3NPS, with properties calculated with ωB97M-V with the def2-TZVPD basis set.

Summary:
- HOMO energy: -8.76 eV
- Orbital gap: 8.9 eV
- SMILES: NP(S)Cl

The geometry in ORCA input format:
```
! RIJCOSX wB97M-V def2-TZVPD def2/J DEFGRID3
* xyz 0 1
N -0.58091 -1.18062 -0.25837
P -1.06867 0.05842 0.72148
S 0.12824 2.15703 -0.08904
Cl -2.83497 0.42970 -0.11083
H -0.88233 -1.23233 -1.21912
H 0.33029 -1.57495 -0.08417
H -0.57033 2.96140 0.69249
*
```



Entry two
Below is a 2-piece molecular cluster, ClH3NPS overall, with properties calculated with ωB97M-V with the def2-TZVPD basis set.

Summary:
- HOMO energy: -8.86 eV
- Orbital gap: 6.5 eV

The geometry in ORCA input format:
```
! RIJCOSX wB97M-V def2-TZVPD def2/J DEFGRID3
* xyz 0 1
N -0.76375 1.02439 -0.18839
P -0.36236 -0.06261 0.92727
S -0.58659 -1.80542 -0.19001
Cl 2.53090 0.38766 -0.40741
H 0.07493 1.03050 -0.82503
H -1.11875 1.91822 0.07148
H 0.22561 -2.49273 0.61209
*
```



Which is most stable? The ranking, best first, is entry one, entry two.



Entry one
Below is a 4-piece molecular cluster, C3H14NO3S overall, with properties calculated with ωB97M-V with the def2-TZVPD basis set.

Summary:
- HOMO energy: -2.88 eV
- Orbital gap: 6.3 eV

The geometry in ORCA input format:
```
! RIJCOSX wB97M-V def2-TZVPD def2/J DEFGRID3
* xyz -1 1
C -0.16903 1.12351 0.89077
C 0.61139 2.38555 0.49344
S 1.79416 2.05099 -0.76095
C 0.79776 0.01361 1.40865
N -0.09006 -1.25407 1.56240
H -0.92322 0.76079 0.20559
H -0.86610 1.37583 1.74070
H 1.11616 2.86957 1.34764
H -0.04316 3.21429 0.29515
H 1.19716 0.25167 2.42085
H 1.65429 -0.13917 0.79622
H 0.46644 -2.10412 1.34866
H -0.55379 -1.21951 2.49276
H -0.96225 0.25924 -1.72148
H -0.43933 1.61323 -2.22229
O -1.24399 1.07137 -2.24777
H 0.78474 -2.52161 -2.47729
H 1.59776 -1.60788 -1.62440
O 1.66965 -2.40787 -2.15213
H -2.60854 -1.81870 -1.26776
H -1.77668 -1.69941 0.12739
O -2.01337 -2.21729 -0.65617
*
```



Entry two
Below is a 4-piece molecular cluster, C3H14NO3S overall, with properties calculated with ωB97M-V with the def2-TZVPD basis set.

Summary:
- HOMO energy: -3.51 eV
- Orbital gap: 7.2 eV

The geometry in ORCA input format:
```
! RIJCOSX wB97M-V def2-TZVPD def2/J DEFGRID3
* xyz -1 1
C 0.12595 0.81859 -2.67529
N -0.28752 0.53593 -1.33535
C -0.74181 -0.77645 -1.01343
C -0.85702 -1.02052 0.48109
S 0.80848 -0.86937 1.26601
H 1.02069 0.24298 -2.98376
H 0.38094 1.87583 -2.77465
H -0.65720 0.53982 -3.39640
H 0.30657 0.93617 -0.62320
H -1.77796 -0.90034 -1.40103
H -0.15323 -1.56328 -1.50402
H -1.27791 -2.03317 0.51508
H -1.57223 -0.33087 0.94200
H 3.08965 -1.81595 -0.95368
H 1.74841 -2.11119 -0.32606
O 2.38081 -2.44910 -1.01115
H -1.74264 1.76081 -0.34016
H -1.42323 2.37429 1.00700
O -2.08899 2.40591 0.29775
H 0.51168 1.14480 2.52735
H -0.86896 1.42053 3.11110
O -0.20352 1.81366 2.53756
*
```



Which is most stable? The ranking, best first, is entry two, entry one.